Density functional theory data (ωB97M-V with the def2-TZVPD basis set) for a single C4H9NO molecule at a distorted geometry.

Computed properties:
LUMO energy ... 0.9 eV
Total energy ... -7830.2000 eV
ΔE to the lowest compared entry with this formula, charge and spin ... 2.120 eV
Multiplicity ... 1

Last column: Löwdin charge in e.
Element x y z (Å)
C: -2.255 -0.425 -0.033  -0.158
C: -1.070 0.473 -0.114  -0.330
N: 0.199 -0.344 0.133  -0.096
C: 1.370 0.464 0.290  -0.234
C: 2.617 -0.454 0.174  -0.228
O: 3.642 -0.034 -0.320  0.041
H: -3.225 0.184 -0.243  0.103
H: -2.193 -1.198 -0.830  0.070
H: -2.277 -0.934 0.959  0.081
H: -1.082 1.038 -1.168  0.142
H: -1.249 1.306 0.655  0.123
H: 0.214 -0.800 -0.820  0.128
H: 1.564 1.224 -0.490  0.122
H: 1.296 0.968 1.246  0.118
H: 2.450 -1.466 0.562  0.117


Density functional theory data (ωB97M-V with the def2-TZVPD basis set) for a molecular structure, C6H9Cl3 at a distorted geometry.

Computed properties:
LUMO energy ... 0.7 eV
Total energy ... -43930.2825 eV
ΔE to the lowest compared entry with this formula, charge and spin ... 0.861 eV
Multiplicity ... 1

Last column: Löwdin charge in e.
Element x y z (Å)
C: -0.055 -0.218 -1.908  -1.138
C: 1.421 -0.190 -1.996  -0.187
C: 0.702 -1.026 -1.005  -0.434
C: -1.031 0.085 1.064  -0.770
C: 0.084 0.934 1.534  -0.193
C: -1.023 0.563 2.471  -0.143
H: 1.982 0.719 -1.481  0.142
H: 2.126 -0.578 -2.811  0.126
H: 0.600 -2.012 -1.313  0.059
H: 0.861 -0.743 0.111  0.052
H: -1.744 0.514 0.381  -0.018
H: 0.131 1.948 1.145  0.102
H: 1.052 0.501 1.691  0.101
H: -0.779 -0.127 3.261  0.097
H: -1.729 1.354 2.744  0.110
Cl: -0.770 -1.162 -3.339  0.567
Cl: -1.054 1.058 -1.296  0.768
Cl: -0.775 -1.622 0.747  0.759


Density functional theory data (ωB97M-V with the def2-TZVPD basis set) for a molecular structure, C34H33CeClN3O2S7Sb2 at a distorted geometry.

Computed properties:
LUMO energy (spin up / spin down) ... 1.0 / 1.0 eV
Total energy ... -158734.1920 eV
ΔE to the lowest compared entry with this formula, charge and spin ... 0.780 eV
Multiplicity ... 1
Total charge ... -1

Last column: Löwdin charge in e.
Element x y z (Å)
Ce: 0.881 -0.783 0.129  0.064
Cl: -3.145 3.121 -5.250  0.573
C: -2.130 2.570 -3.863  -0.615
C: -2.532 2.923 -2.573  -0.078
C: -1.786 2.523 -1.484  0.023
C: -0.735 1.578 -1.694  -0.378
O: -0.117 1.044 -0.710  -0.385
C: -0.445 1.136 -3.017  -0.119
C: 0.533 0.116 -3.265  -0.142
O: 1.178 -0.534 -2.437  -0.061
C: -1.132 1.691 -4.105  -0.069
H: -3.407 3.546 -2.463  0.106
H: -1.967 2.846 -0.497  0.100
H: 0.685 -0.026 -4.308  0.122
H: -0.979 1.291 -5.126  0.128
S: 3.282 -1.040 1.523  -0.027
S: 2.475 -2.436 2.860  -0.038
S: 1.156 -1.336 4.028  -0.038
S: -0.272 -0.990 2.598  -0.021
C: 4.760 1.991 -1.947  -0.335
Sb: 3.350 1.974 -0.324  1.347
C: 4.708 2.482 1.299  -0.289
C: 2.430 3.935 -0.685  -0.292
C: 2.808 4.916 0.378  -0.317
C: 3.992 5.579 0.254  -0.090
C: 4.478 6.424 1.274  -0.073
C: 3.733 6.541 2.477  -0.074
C: 2.501 5.873 2.575  -0.063
C: 2.006 5.087 1.541  -0.296
C: 0.681 4.463 1.712  -0.316
Sb: 0.749 2.359 2.385  1.339
C: 1.775 2.759 4.264  -0.305
C: -1.299 2.302 2.949  -0.344
H: 5.135 3.006 -2.191  0.006
H: 4.346 1.596 -2.840  -0.028
H: 5.649 1.439 -1.583  0.009
H: 5.537 3.183 1.097  0.015
H: 5.071 1.562 1.723  -0.028
H: 4.054 3.050 2.042  0.005
H: 1.370 3.742 -0.745  0.021
H: 2.818 4.220 -1.696  0.074
H: 4.586 5.465 -0.631  0.104
H: 5.441 6.902 1.127  0.090
H: 3.985 7.257 3.225  0.082
H: 1.938 5.989 3.470  0.096
H: 0.096 4.416 0.769  0.060
H: 0.088 4.956 2.478  0.053
H: 1.460 3.631 4.874  0.012
H: 2.824 2.860 3.897  -0.010
H: 1.638 1.859 4.874  -0.019
H: -1.636 3.265 3.395  0.012
H: -1.376 1.505 3.710  -0.015
H: -1.892 2.062 2.044  0.006
S: -5.300 -4.207 3.071  0.510
C: -4.534 -3.513 1.758  -1.106
S: -3.518 -2.135 1.916  0.961
C: -3.021 -2.231 0.299  -1.045
N: -3.552 -3.185 -0.416  0.051
N: -4.390 -3.933 0.430  -0.160
C: -5.194 -5.026 -0.053  -0.249
C: -6.499 -4.729 -0.467  -0.021
C: -7.390 -5.755 -0.724  -0.098
C: -6.964 -7.075 -0.692  -0.091
C: -5.610 -7.355 -0.403  -0.070
C: -4.736 -6.330 0.000  -0.016
S: -1.950 -0.921 -0.288  0.628
H: -6.801 -3.684 -0.435  0.122
H: -8.464 -5.526 -0.845  0.111
H: -7.701 -7.844 -0.943  0.100
H: -5.241 -8.380 -0.419  0.099
H: -3.719 -6.572 0.313  0.121
N: 1.822 -7.761 -3.218  0.124
C: 1.594 -6.809 -2.592  -0.200
C: 1.427 -5.567 -1.884  -0.225
C: 0.170 -5.247 -1.301  -0.030
C: -0.043 -3.985 -0.803  -0.093
C: 0.925 -2.981 -0.937  -0.245
C: 2.188 -3.339 -1.414  -0.130
C: 2.441 -4.579 -1.951  -0.032
H: -0.651 -5.972 -1.241  0.117
H: -1.047 -3.775 -0.446  0.068
H: 3.001 -2.636 -1.444  0.090
H: 3.409 -4.836 -2.404  0.120


Density functional theory data (ωB97M-V with the def2-TZVPD basis set) for a single C13H21N3OS2 molecule.

Computed properties:
LUMO energy ... 0.6 eV
Total energy ... -42010.4244 eV
ΔE to the lowest compared entry with this formula, charge and spin ... 0.174 eV
Multiplicity ... 1

Last column: Löwdin charge in e.
Element x y z (Å)
C: -0.694 3.676 -3.247  -0.104
C: -1.668 4.488 -2.399  -0.256
C: -1.792 3.982 -0.958  -0.196
C: -0.726 4.548 -0.009  -0.191
N: 0.631 4.208 -0.367  -0.018
C: 1.225 3.011 -0.201  -0.865
S: 2.758 2.737 -0.788  0.620
N: 0.591 2.070 0.530  0.033
N: 1.136 0.794 0.618  0.056
C: 0.273 -0.254 0.705  -0.428
O: -0.926 -0.051 0.837  0.060
C: 0.890 -1.587 0.698  -0.235
C: 2.202 -1.886 0.460  -0.349
S: 2.499 -3.570 0.537  1.068
C: 0.828 -3.903 0.897  -0.495
C: 0.400 -5.315 1.145  -0.447
C: 0.821 -5.736 2.558  -0.073
C: -1.106 -5.488 0.959  -0.074
C: 0.112 -2.754 0.946  -0.060
H: 0.319 3.719 -2.859  0.048
H: -0.681 4.055 -4.266  0.070
H: -1.001 2.632 -3.278  0.077
H: -2.652 4.437 -2.870  0.103
H: -1.365 5.538 -2.391  0.105
H: -1.756 2.891 -0.961  0.104
H: -2.763 4.277 -0.554  0.110
H: -0.920 4.198 1.010  0.119
H: -0.793 5.638 -0.005  0.124
H: 1.157 4.863 -0.924  0.119
H: -0.419 2.031 0.648  0.129
H: 2.086 0.763 0.252  0.045
H: 3.021 -1.232 0.239  0.070
H: 0.920 -5.960 0.427  0.131
H: 0.337 -5.103 3.298  0.087
H: 0.536 -6.769 2.743  0.077
H: 1.899 -5.647 2.677  0.069
H: -1.651 -4.930 1.716  0.080
H: -1.371 -6.538 1.051  0.079
H: -1.414 -5.137 -0.023  0.084
H: -0.941 -2.692 1.147  0.121


Density functional theory data (ωB97M-V with the def2-TZVPD basis set) for a single C5H9NO molecule at a distorted geometry.

Computed properties:
LUMO energy ... 0.7 eV
Total energy ... -8864.7680 eV
ΔE to the lowest compared entry with this formula, charge and spin ... 4.445 eV
Multiplicity ... 1

Last column: Löwdin charge in e.
Element x y z (Å)
C: 1.069 1.140 -0.108  -0.097
C: 1.180 -0.344 -0.714  -0.157
C: 0.312 -1.194 0.182  -0.274
N: -1.048 -1.616 -0.196  0.104
C: -1.541 -0.265 -0.485  -0.131
C: -0.709 -0.332 0.705  -0.462
O: -0.894 0.124 1.965  0.094
H: 1.814 1.631 -0.694  0.048
H: 1.328 1.247 0.963  0.086
H: 0.153 1.764 -0.226  0.086
H: 0.812 -0.369 -1.752  0.110
H: 2.226 -0.691 -0.751  0.107
H: 0.770 -1.938 0.840  0.150
H: -1.240 0.286 -1.384  0.104
H: -2.607 -0.200 -0.285  0.112
H: -1.624 0.758 1.939  0.121


Density functional theory data (ωB97M-V with the def2-TZVPD basis set) for a molecular structure, C33H38N7O2OsS2 at a distorted geometry.

Computed properties:
LUMO energy (spin up / spin down) ... -10.4 / -10.4 eV
Total energy ... -73475.2505 eV
ΔE to the lowest compared entry with this formula, charge and spin ... 1.326 eV
Multiplicity ... 1
Total charge ... +3

Last column: Löwdin charge in e.
Element x y z (Å)
Os: 0.731 -0.111 0.867  1.133
C: 2.888 -2.182 -0.241  -0.145
C: 1.925 -2.851 0.710  -0.159
N: 1.490 -1.917 1.772  -0.213
C: 2.423 -1.700 2.895  -0.236
C: 3.591 -0.776 2.611  -0.375
S: 3.178 0.763 1.695  0.951
C: 4.135 0.584 0.159  -0.393
C: 3.314 0.131 -1.033  -0.237
N: 2.315 -0.888 -0.696  -0.145
H: 3.847 -2.001 0.237  0.108
H: 3.082 -2.853 -1.079  0.140
H: 1.031 -3.131 0.150  0.096
H: 2.374 -3.753 1.131  0.147
H: 0.680 -2.362 2.201  0.126
H: 1.842 -1.277 3.712  0.105
H: 2.832 -2.653 3.242  0.145
H: 3.987 -0.442 3.569  0.100
H: 4.398 -1.272 2.078  0.083
H: 4.536 1.573 -0.056  0.097
H: 4.976 -0.072 0.376  0.092
H: 2.776 0.985 -1.444  0.122
H: 4.005 -0.235 -1.797  0.146
H: 1.768 -1.065 -1.536  0.120
S: 0.075 0.831 2.847  0.839
C: -0.107 2.422 2.230  -0.715
N: -0.503 3.317 3.190  0.111
N: -0.749 4.534 3.079  0.119
C: -0.460 5.525 2.125  -0.191
C: 0.620 5.453 1.238  -0.022
C: 0.866 6.516 0.398  -0.037
C: 0.031 7.633 0.407  -0.006
C: -1.057 7.691 1.271  -0.025
C: -1.288 6.655 2.150  0.018
N: -0.088 2.644 0.926  0.015
N: 0.087 1.611 0.151  -0.181
C: -0.359 1.821 -1.192  -0.235
C: -0.492 0.714 -2.033  -0.033
C: -1.063 0.865 -3.283  -0.047
C: -1.483 2.116 -3.716  -0.025
C: -1.299 3.228 -2.901  -0.035
C: -0.740 3.088 -1.648  -0.002
H: -1.252 4.873 3.900  0.196
H: 1.285 4.605 1.258  0.107
H: 1.727 6.492 -0.257  0.124
H: 0.246 8.469 -0.246  0.130
H: -1.715 8.549 1.264  0.130
H: -2.125 6.698 2.840  0.133
H: -0.211 -0.271 -1.683  0.072
H: -1.201 -0.002 -3.915  0.094
H: -1.953 2.225 -4.684  0.125
H: -1.603 4.207 -3.248  0.123
H: -0.586 3.946 -1.009  0.099
C: 1.436 -5.094 -2.890  -0.031
O: 0.516 -4.556 -1.932  -0.112
C: -0.534 -3.819 -2.384  -0.229
C: -0.683 -3.333 -3.674  0.009
C: -1.798 -2.570 -3.993  -0.062
C: -2.746 -2.259 -3.029  -0.057
C: -2.603 -2.745 -1.741  0.010
C: -1.516 -3.546 -1.425  -0.156
N: -1.406 -4.276 -0.207  0.157
C: -1.951 -4.071 0.959  0.036
C: -2.487 -2.863 1.482  -0.143
C: -3.536 -2.961 2.430  -0.005
C: -4.137 -1.850 2.944  -0.048
C: -3.692 -0.587 2.536  -0.025
C: -2.644 -0.460 1.652  -0.058
C: -1.968 -1.578 1.135  -0.357
O: -0.870 -1.478 0.409  -0.238
H: 0.928 -5.766 -3.583  0.114
H: 2.166 -5.655 -2.316  0.101
H: 1.937 -4.303 -3.450  0.094
H: 0.051 -3.562 -4.434  0.120
H: -1.934 -2.233 -5.013  0.126
H: -3.613 -1.667 -3.287  0.124
H: -3.366 -2.548 -0.999  0.131
H: -0.914 -5.155 -0.335  0.176
H: -1.989 -4.949 1.599  0.163
H: -3.907 -3.944 2.697  0.133
H: -4.969 -1.938 3.629  0.124
H: -4.185 0.299 2.917  0.125
H: -2.311 0.516 1.320  0.089